No. 1
A cluster of 2 separate species, C26H48NO5S in total, computed with wB97M-V/def2-TZVPD.

The geometry in ORCA input format:
```
! RIJCOSX wB97M-V def2-TZVPD def2/J DEFGRID3
* xyz 1 1
C -3.78305 -3.30044 4.59694
C -3.12037 -2.58017 3.70887
C -2.33029 -1.64839 2.67317
O -2.42896 -0.28124 3.17561
S -2.10968 0.60480 1.74532
O -0.64781 0.38150 1.36268
O -2.37403 2.08858 1.77372
O -3.01892 -0.38529 0.73145
C -2.62075 -1.76393 1.08263
C -3.79267 -2.73677 0.54154
C -3.16057 -3.55118 -0.72958
C -2.53293 -4.98709 -0.31216
C -1.33757 -5.39156 -1.36609
C 0.05486 -5.31855 -0.50980
C 1.36476 -5.62576 -1.40245
C 1.97550 -4.33208 -2.17288
C 3.58235 -4.51515 -2.22307
C 4.43585 -3.18673 -1.87816
C 4.00973 -2.42639 -0.51786
C 4.83677 -2.85861 0.80749
C 5.34552 -4.38955 0.83754
C 4.15207 -5.46153 1.18206
H -4.16266 -3.83816 5.55199
H -1.23332 -1.99871 2.82584
H -1.58908 -2.12989 0.67799
H -4.24004 -3.42240 1.34785
H -4.61671 -2.04840 0.08690
H -3.92741 -3.70163 -1.58682
H -2.28776 -2.93206 -1.19697
H -3.32856 -5.82713 -0.29350
H -2.09786 -4.86901 0.74931
H -1.30067 -4.61350 -2.23590
H -1.46238 -6.46068 -1.78101
H -0.08602 -6.09208 0.35445
H 0.13431 -4.26639 -0.01961
H 1.10283 -6.45665 -2.17707
H 2.14888 -6.11580 -0.69160
H 1.57698 -4.39500 -3.26982
H 1.61185 -3.32090 -1.76537
H 3.84600 -4.79206 -3.32821
H 3.98021 -5.38258 -1.58262
H 5.55979 -3.50067 -1.83986
H 4.35934 -2.41040 -2.74171
H 2.89123 -2.47768 -0.25797
H 4.24365 -1.29398 -0.69218
H 4.09675 -2.74630 1.70621
H 5.66398 -2.07477 0.98752
H 6.08504 -4.46741 1.73964
H 5.93878 -4.72463 -0.08873
H 4.40212 -5.98218 2.18272
H 4.12318 -6.31324 0.38492
H 3.13910 -4.90966 1.25690
C -2.71822 7.22972 -1.31202
C -1.22108 7.47749 -0.97096
C -0.32293 6.59931 -1.88265
C -0.34136 5.11996 -1.50574
C -0.01667 4.92747 -0.02753
C -0.91488 5.77609 0.90710
N -0.98008 7.21357 0.48290
O 0.18641 7.78559 0.81475
C -2.34067 5.17265 0.94584
C -0.41201 5.61426 2.36834
C -1.00054 8.97074 -1.34800
H -3.10083 7.95918 -2.03381
H -2.89634 6.25014 -1.75862
H -3.35612 7.32979 -0.42930
H 0.71490 6.95428 -1.83642
H -0.63358 6.70712 -2.92737
H -1.31152 4.67474 -1.74196
H 0.39305 4.57981 -2.11231
H -0.11382 3.86616 0.22550
H 1.03798 5.18137 0.13245
H -3.01734 5.79726 1.53318
H -2.32580 4.18214 1.41215
H -2.78031 5.02066 -0.03824
H 0.63746 5.89144 2.48986
H -0.49475 4.57279 2.69164
H -1.00931 6.21929 3.05870
H -1.62878 9.62529 -0.73550
H -1.25800 9.14751 -2.39584
H 0.04025 9.28894 -1.23547
*
```

Computed properties:
HOMO energy = -11.6 eV
E_LUMO = -0.2759 Eh
Kohn-Sham gap = 4.14 eV

No. 2
A structure of composition C26H48O10, computed with wB97M-V/def2-TZVPD.

The geometry in ORCA input format:
```
! RIJCOSX wB97M-V def2-TZVPD def2/J DEFGRID3
* xyz 0 1
C -4.80377 -0.42863 -1.59827
C -4.02154 -0.58011 -2.90594
C -4.82077 -1.18865 -4.06622
C -4.98293 -2.70608 -3.92546
C -3.73701 -3.49862 -4.34383
C -3.06945 -3.06443 -5.65940
C -1.85397 -2.17819 -5.38873
C -0.64970 -2.91468 -4.78105
C -0.21285 -2.26635 -3.46888
C 1.16161 -2.67545 -2.95995
C 1.55488 -1.85838 -1.74792
O 1.61388 -0.45727 -2.12784
C 2.78309 0.16473 -1.96931
O 3.37974 0.72465 -2.81056
O 3.20253 0.15154 -0.63705
O 2.31073 1.10919 -0.02268
C 2.97284 2.38817 0.03003
C 3.26030 2.81898 1.46500
C 4.29600 3.95245 1.40974
C 2.03099 3.20691 2.31897
C 1.23357 1.97395 2.76989
C 1.15269 4.29610 1.67755
H -5.55463 -1.21026 -1.46347
H -5.30586 0.53994 -1.55692
H -4.12690 -0.47582 -0.74309
H -3.66883 0.40842 -3.21568
H -3.13552 -1.20281 -2.73707
H -4.31434 -0.94606 -5.00456
H -5.80755 -0.71706 -4.12070
H -5.87342 -3.06505 -4.44886
H -5.15654 -2.92033 -2.86425
H -3.99166 -4.56059 -4.39722
H -3.00348 -3.41577 -3.53239
H -3.77495 -2.52618 -6.29990
H -2.76617 -3.95145 -6.22552
H -2.15904 -1.40211 -4.67808
H -1.55685 -1.66671 -6.30850
H 0.18438 -2.93612 -5.48945
H -0.91554 -3.96147 -4.59149
H -0.23136 -1.17825 -3.58018
H -0.95134 -2.52526 -2.69859
H 1.15088 -3.72966 -2.65750
H 1.90761 -2.57308 -3.75455
H 0.79405 -1.94385 -0.96890
H 2.50590 -2.16938 -1.31463
H 3.90328 2.31070 -0.53247
H 2.32804 3.09302 -0.50239
H 3.71450 1.94443 1.94515
H 4.23431 4.58170 2.29960
H 5.30997 3.55498 1.33816
H 4.13554 4.60128 0.54247
H 2.44954 3.64298 3.23178
H 0.26815 2.28785 3.17762
H 1.77249 1.49943 3.59131
H 1.07378 1.26129 1.96106
H 1.17038 4.28220 0.58543
H 1.45764 5.29505 1.99582
H 0.10883 4.17283 1.97682
C 0.31407 1.56102 1.13061
C -1.09338 1.57831 0.59745
C -1.80485 2.91846 0.61496
O -3.17744 2.53497 0.75288
C -3.21709 1.32634 1.36527
O -4.20230 0.80262 1.77243
O -1.97184 0.79909 1.43559
H 0.69097 0.54099 1.18491
H 0.96922 2.13144 0.47048
H 0.35221 1.99547 2.13042
H -1.13656 1.14385 -0.40617
H -1.68164 3.50328 -0.29222
H -1.51772 3.51335 1.48589
C 3.72918 -2.62177 6.19618
C 3.45987 -1.29857 6.85858
C 2.13475 -1.16869 7.58662
O 1.85431 0.22953 7.46271
C 2.48453 0.68698 6.35539
O 2.31259 1.75797 5.86928
O 3.33104 -0.25201 5.87578
H 4.64171 -2.57296 5.60437
H 3.84989 -3.39718 6.95344
H 2.90559 -2.89546 5.53612
H 4.28252 -1.01654 7.52230
H 2.17061 -1.44004 8.63776
H 1.34359 -1.72910 7.08204
*
```

Computed properties:
HOMO energy = -6.4 eV
E_LUMO = 0.0171 Eh
Kohn-Sham gap = 6.83 eV

No. 3
A structure of composition C26H49As3MnN3O2S, computed with wB97M-V/def2-TZVPD.

The geometry in ORCA input format:
```
! RIJCOSX wB97M-V def2-TZVPD def2/J DEFGRID3
* xyz 2 5
Mn 0.44440 0.64453 -0.50949
C 0.48569 -0.75106 2.99773
As -0.95410 -0.12381 1.65481
C -1.85966 1.30112 2.53966
C -2.45710 -1.36189 1.67471
C -2.63563 -2.41277 0.52876
C -1.54769 -3.41849 0.55743
C -2.68820 -1.71043 -0.87566
As -0.83001 -1.13761 -1.62720
C -1.59591 -0.56015 -3.27126
C 0.07958 -2.79869 -2.01770
C -3.93023 -3.11554 0.84673
As -5.59460 -1.87347 0.75777
C -6.51472 -2.78534 -0.70040
C -6.59915 -2.57718 2.32407
H 1.47937 -0.57925 2.56871
H 0.34497 -1.74140 3.27570
H 0.42361 -0.03178 3.80552
H -2.47548 1.02185 3.35684
H -2.48789 1.68668 1.70728
H -1.13493 2.05750 2.88043
H -3.32958 -0.60448 1.69303
H -2.67400 -1.93643 2.59279
H -0.55311 -2.99756 0.44190
H -1.70267 -4.20919 -0.16066
H -1.62407 -3.83239 1.56489
H -3.30334 -0.80822 -0.89838
H -2.95213 -2.36098 -1.63932
H -1.55654 -1.48131 -3.89280
H -0.93132 0.17319 -3.74955
H -2.59058 -0.18037 -3.26286
H -0.62841 -3.50474 -2.34175
H 0.73052 -3.17092 -1.25120
H 0.68473 -2.57955 -2.89858
H -3.96427 -3.44336 1.93415
H -4.09898 -4.00218 0.20212
H -5.86419 -2.67244 -1.55269
H -7.39772 -2.13468 -0.96685
H -6.73330 -3.81432 -0.52785
H -6.81690 -1.79425 3.01367
H -6.01004 -3.32263 2.89272
H -7.48252 -3.08615 2.05218
C 5.19252 -3.01765 -1.20486
C 4.52871 -2.65465 0.12145
N 4.48805 -1.16781 0.49579
C 5.74818 -0.80499 1.24067
C 6.74473 0.04307 0.47826
C 3.54270 -0.29380 0.21352
S 2.26469 -0.77363 -0.94992
N 3.71356 0.95135 0.54396
C 2.85191 1.90726 0.52226
O 1.57545 1.77159 0.50243
C 3.31056 3.31137 0.49434
C 4.68918 3.56766 0.45938
C 5.13770 4.85806 0.58294
C 4.26903 5.93738 0.85210
C 2.90795 5.64540 0.94439
C 2.38721 4.34027 0.78079
H 5.24729 -4.11664 -1.24852
H 6.23304 -2.79161 -1.19210
H 4.56825 -2.68678 -2.02227
H 5.10750 -3.17094 0.97291
H 3.50416 -3.01062 0.19694
H 6.14233 -1.73780 1.52412
H 5.45838 -0.33106 2.20233
H 7.26941 -0.61259 -0.25954
H 7.56106 0.45755 1.12021
H 6.29287 0.88614 -0.09468
H 5.40118 2.75564 0.43008
H 6.24373 4.99410 0.46366
H 4.61484 6.95389 1.08115
H 2.17614 6.44433 1.25005
H 1.32432 4.18962 0.88243
C -1.85383 4.13540 -3.11861
N -2.56561 3.19968 -2.24406
C -4.03967 3.33364 -2.03988
C -1.97386 2.35841 -1.45113
O -0.73045 2.14679 -1.41342
H -1.29389 4.90664 -2.55724
H -2.48208 4.52497 -3.92454
H -0.97812 3.64694 -3.61239
H -4.27737 4.36462 -1.62560
H -4.28468 2.61149 -1.28027
H -4.53267 3.13599 -3.01630
H -2.63830 1.82147 -0.82020
*
```

Computed properties:
HOMO energy (alpha / beta) = -13.0 / -13.0 eV
E_LUMO (alpha / beta) = -0.2698 / -0.2170 Eh
Kohn-Sham gap (alpha / beta) = 5.67 / 7.11 eV

Number 1: calculated total energy -1847.903166 Ha. Number 2: calculated total energy -1771.392200 Ha. Number 3: calculated total energy -9590.818008 Ha.